# C21H41CuO11S4

C21H41CuO11S4 as an isolated structure at a distorted geometry (ωB97M-V/def2-TZVPD, the OMol25 dataset).

Last column: Löwdin charge in e.
Element x y z (Å)
1 Cu 1.98590 2.80310 2.22201  0.70
2 C 0.55333 0.09482 0.12743  -0.33
3 O 1.15646 1.09149 0.88025  -0.44
4 H 0.31362 -0.77314 0.75553  0.05
5 H -0.31534 0.39133 -0.47400  0.04
6 H 1.31480 -0.31671 -0.55190  0.05
7 C 5.34327 2.36722 -1.65899  -0.26
8 C 6.85767 2.19085 -1.74439  -0.21
9 C 7.12920 1.38929 -0.46344  -0.23
10 S 5.93418 0.01559 -0.54345  0.70
11 O 5.44099 -0.14097 0.81209  -0.33
12 O 6.63554 -1.07191 -1.23358  -0.33
13 C 4.78320 0.99016 -1.54359  -0.24
14 H 4.91189 2.91117 -2.50433  0.12
15 H 5.05452 3.08994 -0.88924  0.11
16 H 7.42999 3.11610 -1.70509  0.11
17 H 7.03779 1.63318 -2.66333  0.12
18 H 6.90569 1.93709 0.44826  0.10
19 H 8.07976 0.85972 -0.50027  0.10
20 H 3.74305 0.83908 -1.24240  0.10
21 H 4.61598 0.57790 -2.54388  0.11
22 C -2.37220 0.19601 -3.37484  -0.23
23 C -3.52686 1.15768 -3.52984  -0.22
24 C -4.32281 0.72685 -4.80292  -0.19
25 S -3.08567 -0.12699 -5.88175  0.69
26 O -3.01881 0.60493 -7.15158  -0.35
27 O -3.53011 -1.49808 -5.90435  -0.33
28 C -1.66230 0.18620 -4.75441  -0.20
29 H -2.71316 -0.81179 -3.12856  0.12
30 H -1.69362 0.42674 -2.55237  0.09
31 H -3.22215 2.18539 -3.73304  0.11
32 H -4.19179 1.15848 -2.66646  0.10
33 H -4.80548 1.50634 -5.38573  0.10
34 H -5.00107 -0.10827 -4.63444  0.09
35 H -1.28342 1.18073 -4.98846  0.10
36 H -0.88416 -0.54767 -4.95303  0.10
37 C -2.51109 2.58941 0.20872  -0.19
38 C -4.04449 2.71484 0.22589  -0.19
39 C -4.34597 2.79153 1.73005  -0.26
40 S -3.15103 3.74097 2.54259  0.68
41 O -2.94042 2.99048 3.79744  -0.35
42 O -3.62781 5.11742 2.56331  -0.33
43 C -1.88623 3.52506 1.29697  -0.21
44 H -2.06735 2.67536 -0.78071  0.11
45 H -2.31902 1.58313 0.58821  0.10
46 H -4.65486 1.90843 -0.18014  0.11
47 H -4.37854 3.59358 -0.32914  0.12
48 H -4.17007 1.87988 2.30601  0.10
49 H -5.31684 3.15301 2.06779  0.12
50 H -1.02146 3.04662 1.75259  0.06
51 H -1.48329 4.47092 0.93679  0.10
52 C -1.36711 0.10714 4.72481  -0.21
53 C -0.34697 -0.84286 5.46925  -0.23
54 C -0.84465 -2.27798 5.40926  -0.22
55 S -1.50797 -2.42246 3.73997  0.69
56 O -2.82329 -3.03087 3.83632  -0.33
57 O -0.53439 -3.07919 2.90683  -0.32
58 C -1.55601 -0.62778 3.42497  -0.23
59 H -1.03639 1.14180 4.72435  0.10
60 H -2.21735 0.05607 5.41158  0.11
61 H -0.28939 -0.55895 6.51964  0.11
62 H 0.58703 -0.64281 4.93965  0.11
63 H -1.73828 -2.21532 6.03360  0.10
64 H -0.12703 -3.01208 5.76085  0.11
65 H -2.27668 -0.42517 2.63236  0.10
66 H -0.63305 -0.37057 2.89056  0.09
67 O 2.97817 -3.79648 1.27662  0.12
68 C 2.27259 -4.21869 0.39475  -0.50
69 O 2.69898 -5.17260 -0.44316  0.02
70 C 1.65761 -5.73149 -1.22616  -0.15
71 C 0.37026 -5.17786 -0.54860  -0.14
72 C 0.88688 -3.85549 0.01637  -0.09
73 H 1.76713 -6.80653 -1.08990  0.12
74 H 1.75570 -5.42390 -2.26827  0.12
75 H 0.07106 -5.95992 0.14905  0.12
76 H -0.50905 -4.99800 -1.16782  0.11
77 H 0.17801 -3.70258 0.83090  0.09
78 H 0.90473 -2.96795 -0.61607  0.13

Atoms 1-6, force components in eV/Å:
Cu -1.0 -2.2 -1.6
C 1.1 -0.2 0.6
O 0.6 2.2 1.4
H -0.5 0.0 0.0
H -0.2 0.1 0.1
H -0.1 0.0 -0.4

Calculated values
HOMO energy = -8.24 eV
Gap between HOMO and LUMO = 5.5 eV
DFT total energy = -4885.36175 Ha
ΔE to the lowest compared entry with this formula, charge and spin = 4.717 eV
Charge = 0